(1)
DFT (the ωB97M-V functional and the def2-TZVPD basis) results for 2 unconnected molecules or ions with the total composition C16H17NO.

Geometry (Å):
C 0.5369 0.5568 2.7886
C 1.0065 2.0084 0.6637
C 1.3237 1.5162 1.9599
C 1.9982 2.9901 0.3492
C 2.4229 2.2129 2.4132
C 0.0174 1.7703 -0.2963
C 0.1439 2.3266 -1.5461
C 1.1571 3.2263 -1.8760
C 2.0642 3.5967 -0.8833
N 2.8324 3.0837 1.4401
H -0.7707 1.1109 0.0546
H -0.6039 2.0665 -2.2890
H 1.3118 3.5567 -2.8911
H 0.6545 -0.4548 2.3897
H -0.5335 0.8016 2.7408
H 3.0412 1.9523 3.2562
H 3.6203 3.7086 1.4720
H 2.8445 4.2847 -1.1768
H 0.7320 0.6139 3.8571
C 0.9441 -2.7171 -1.9707
C -0.6268 -1.9809 -0.1684
C -0.3882 -2.7573 -1.2853
C -1.8471 -2.0556 0.5257
C -1.4012 -3.6097 -1.7503
C -2.8689 -2.7779 -0.0653
C -2.6552 -3.6094 -1.1649
O -4.1104 -2.7718 0.5690
H 0.1968 -1.3607 0.1620
H -1.9320 -1.5876 1.4946
H 1.4730 -1.7876 -1.7594
H 0.8769 -2.9269 -3.0381
H -1.1692 -4.2230 -2.6127
H -3.4711 -4.2200 -1.5228
H -4.5374 -1.9349 0.3684
H 1.6666 -3.4737 -1.6321

Results
Energy above the lowest of the compared OMol25 structures with the same formula, charge and spin (eV): 0.611
Lowest unoccupied orbital energy (eV): 0.82
Energy (hartree): -749.877835
SMILES: Cc1c[nH]c2ccccc12.Cc1ccc(O)cc1
Frontier orbital gap (eV): 8.60
Highest occupied orbital energy (eV): -7.78
Max |F| (eV Å⁻¹): 1.62

(2)
DFT (the ωB97M-V functional and the def2-TZVPD basis) results for C20H24N2O2 in the gas phase.

Geometry (Å):
C 3.7085 3.5682 0.3948
C 4.8973 2.6252 0.2307
O 4.7131 1.3942 0.8985
C 3.8932 0.4466 0.3665
C 3.2705 0.5105 -0.8750
C 2.4747 -0.5382 -1.3048
C 2.2747 -1.6666 -0.5237
C 2.9091 -1.7264 0.7138
C 3.7049 -0.6914 1.1536
H 4.2004 -0.7374 2.1105
H 2.7833 -2.5995 1.3376
C 1.3451 -2.7674 -0.9718
N -0.0463 -2.5862 -0.5733
C -0.6771 -1.4230 -1.1636
C -2.1847 -1.4791 -0.8951
N -2.4217 -1.5339 0.5261
C -2.9033 -0.5199 1.2837
O -2.8701 -0.5376 2.5011
C -3.5397 0.6145 0.5402
C -2.9916 1.8875 0.6307
C -3.6078 2.9553 0.0018
C -4.7824 2.7610 -0.7053
C -5.3425 1.4964 -0.7820
C -4.7240 0.4244 -0.1637
H -5.1613 -0.5624 -0.2161
H -6.2645 1.3451 -1.3240
H -5.2657 3.5959 -1.1910
H -3.1741 3.9421 0.0693
H -2.0834 2.0339 1.1965
C -1.7482 -2.6484 1.1567
C -0.2491 -2.5893 0.8640
H 0.2366 -3.4722 1.2840
H 0.1750 -1.6908 1.3444
H -1.9334 -2.5895 2.2302
H -2.1634 -3.5787 0.7563
H -2.6738 -0.6062 -1.3275
H -2.5933 -2.3876 -1.3513
H -0.5025 -1.4375 -2.2417
H -0.2773 -0.4778 -0.7541
H 1.3566 -2.8456 -2.0628
H 1.6728 -3.7239 -0.5552
H 2.0071 -0.4718 -2.2773
H 3.3976 1.3634 -1.5235
H 5.7817 3.0595 0.7056
H 5.1233 2.4617 -0.8306
H 2.8115 3.1449 -0.0508
H 3.9260 4.5192 -0.0837
H 3.5183 3.7387 1.4514

Results
Energy above the lowest of the compared OMol25 structures with the same formula, charge and spin (eV): 1.820
Lowest unoccupied orbital energy (eV): 0.67
Energy (hartree): -1036.510806
SMILES: CCOc1ccc(CN2CCN(C(=O)c3ccccc3)CC2)cc1
Frontier orbital gap (eV): 9.06
Highest occupied orbital energy (eV): -8.39
Max |F| (eV Å⁻¹): 0.56

(3)
DFT (the ωB97M-V functional and the def2-TZVPD basis) results for a molecular structure, C14H36O14PbS4.

Geometry (Å):
Pb -0.1272 -0.7572 -0.0163
O -3.1807 -1.8241 -2.7211
C -4.4627 -2.4429 -2.2890
C -5.0637 -2.1527 -0.8098
O -4.1917 -2.1961 0.3399
H -4.0967 -3.4656 -2.3794
H -5.2967 -2.3133 -2.9787
H -5.8648 -2.8373 -0.5310
H -5.5518 -1.1881 -0.9493
O 3.2335 -1.6329 -4.1558
S 3.6540 -1.9548 -5.5173
O 3.1949 -1.2467 -6.7344
O 5.3091 -2.1111 -5.6474
C 6.0375 -1.0052 -5.2508
C 7.2909 -1.6345 -4.7055
C 3.1209 -3.7159 -5.6750
H 5.4893 -0.3668 -4.5579
H 6.2472 -0.3651 -6.1077
H 7.9291 -0.9090 -4.2010
H 7.9049 -2.1374 -5.4526
H 6.9560 -2.5000 -4.1339
H 3.6217 -4.2859 -6.4576
H 2.0406 -3.7127 -5.8203
H 3.3062 -4.2065 -4.7195
O 0.3605 3.6981 -2.3452
S -0.0054 4.6812 -3.3686
O -1.1153 5.5787 -3.0991
O 1.3433 5.6161 -3.7434
C 2.5812 4.8904 -3.9625
C 3.7608 5.8776 -3.9070
C -0.3031 3.7741 -5.0914
H 2.4923 4.2543 -4.8431
H 2.7432 4.0891 -3.2416
H 4.7805 5.4933 -3.8801
H 3.6572 6.3327 -2.9220
H 3.8318 6.6644 -4.6581
H -0.9056 2.9179 -4.7881
H 0.6164 3.2927 -5.4243
H -0.7071 4.4968 -5.8004
O -1.7959 2.5278 3.6527
S -2.2048 2.8840 5.0104
O -1.2329 2.9575 6.1046
O -3.0289 4.3053 4.8732
C -3.6837 4.6458 3.7108
C -4.1841 6.0786 3.7693
C -3.6084 1.7106 5.4369
H -4.5449 4.0356 3.4385
H -3.0171 4.5882 2.8503
H -5.0297 6.0128 4.4540
H -4.5878 6.5024 2.8498
H -3.4004 6.7252 4.1642
H -3.4248 0.6365 5.4648
H -4.3815 1.7902 4.6727
H -4.1146 1.9065 6.3822
O 1.1376 -5.9700 5.5744
S 0.4797 -4.6883 5.3441
O 0.4053 -4.1531 4.0159
O -1.0315 -4.7213 6.0794
C -2.0614 -5.5682 5.5610
C -1.7824 -7.0803 5.4897
C 1.0661 -3.3197 6.4710
H -2.2108 -5.1570 4.5627
H -2.9370 -5.3928 6.1860
H -2.4307 -7.6012 4.7851
H -1.9933 -7.7016 6.3600
H -0.7166 -7.2595 5.3482
H 0.2040 -2.6906 6.6927
H 1.8960 -2.7610 6.0384
H 1.5837 -3.9388 7.2038

Results
Energy above the lowest of the compared OMol25 structures with the same formula, charge and spin (eV): 12.532
Lowest unoccupied orbital energy (eV): -3.14
Energy (hartree): -3393.413136
Frontier orbital gap (eV): 3.22
Highest occupied orbital energy (eV): -6.36
Max |F| (eV Å⁻¹): 4.09

(4)
DFT (the ωB97M-V functional and the def2-TZVPD basis) results for C3H7N3 in the gas phase.

Geometry (Å):
N 0.8129 -1.4195 1.0780
C -0.4273 -0.6258 1.0735
C -0.1781 0.7730 0.5444
N 0.0962 0.8844 -2.0765
C -0.3844 1.0744 -0.8339
N -1.3034 1.6169 -0.1471
H 0.6443 -2.3122 1.5377
H 1.0981 -1.6517 0.1295
H -0.7618 -0.5520 2.1108
H -1.2378 -1.0763 0.4806
H 0.6062 1.3234 1.0754
H 0.8931 0.2813 -2.1759
H 0.0167 1.6354 -2.7300

Results
Energy above the lowest of the compared OMol25 structures with the same formula, charge and spin (eV): 1.628
Lowest unoccupied orbital energy (eV): 0.80
Energy (hartree): -282.714437
SMILES: NC[C@@H]1N=C1N
Frontier orbital gap (eV): 10.09
Highest occupied orbital energy (eV): -9.29
Max |F| (eV Å⁻¹): 1.22